(1)
Here is a cluster of 2 separate species, C3H2N2S in total at a distorted geometry from the OMol25 dataset. Energies are from ωB97M-V/def2-TZVPD.

```
8
Properties=species:S:1:pos:R:3:nbo_charge:R:1
S -0.126 0.402 -2.079 0.266
N -0.144 1.351 1.148 -0.381
N 2.140 -2.574 -2.162 -0.222
C 1.487 -1.656 -1.888 0.088
C 0.346 0.342 1.343 0.117
C 0.844 -0.670 -1.257 -0.324
H 0.844 -0.638 1.404 0.265
H -0.551 1.300 -0.930 0.192
```

Output
- F_max: 0.075 Eh/bohr
- HOMO-LUMO gap: 7.71 eV
- Lowest unoccupied orbital energy: -1.83 eV


(2)
Here is the ion C5H13N2O with charge +1 at a distorted geometry from the OMol25 dataset. Energies are from ωB97M-V/def2-TZVPD.

```
21
Properties=species:S:1:pos:R:3:nbo_charge:R:1
O 2.338 0.468 -0.573 -0.545
N -0.585 0.619 -0.485 -0.468
N 1.149 -1.291 1.523 -0.695
C 0.226 0.238 -1.582 -0.344
C -0.404 -1.164 1.525 -0.243
C -1.165 -0.418 0.282 -0.192
C -1.091 2.040 -0.356 -0.404
C 1.738 0.178 -1.528 0.446
H -2.029 0.077 0.868 0.229
H -0.706 -0.555 2.353 0.226
H -1.503 -1.270 -0.270 0.192
H 1.638 -0.368 1.587 0.474
H -0.773 -2.162 1.541 0.219
H 1.484 -1.834 0.640 0.449
H 1.422 -1.870 2.288 0.436
H -0.221 -0.678 -2.013 0.216
H 0.055 1.001 -2.377 0.239
H -1.555 2.114 0.649 0.209
H -1.803 2.173 -1.139 0.200
H -0.400 2.917 -0.443 0.227
H 2.184 -0.214 -2.489 0.128
```

Output
- SMILES string: CN(CC=O)CC[NH3+]
- F_max: 0.074 Eh/bohr
- HOMO-LUMO gap: 8.71 eV
- Net charge: +1
- Lowest unoccupied orbital energy: -3.52 eV


(3)
Here is an isolated molecule of C4H5NO2 at a distorted geometry from the OMol25 dataset. Energies are from ωB97M-V/def2-TZVPD.

```
12
Properties=species:S:1:pos:R:3:nbo_charge:R:1
O -1.832 1.211 1.575 -0.453
O -1.736 0.580 -1.430 -0.520
N 1.274 -0.036 1.472 -0.807
C -0.954 0.653 1.042 0.718
C -0.729 -0.003 -1.763 0.451
C 0.266 -0.551 -0.778 -0.516
C 0.137 0.040 0.597 -0.208
H 1.287 -0.389 -1.147 0.241
H -0.503 -0.167 -2.835 0.118
H 0.129 -1.647 -0.771 0.237
H 1.580 0.872 1.801 0.370
H 1.133 -0.648 2.268 0.368
```

Output
- SMILES string: NC(=C=O)CC=O
- F_max: 0.019 Eh/bohr
- HOMO-LUMO gap: 9.44 eV
- Lowest unoccupied orbital energy: 0.79 eV


(4)
Here is a cluster of 2 separate species, C4H12N2O2 in total from the OMol25 dataset. Energies are from ωB97M-V/def2-TZVPD.

```
20
Properties=species:S:1:pos:R:3:nbo_charge:R:1
O 1.145 2.522 -0.736 -0.585
O 3.012 2.548 -1.969 -0.690
N -1.897 -1.661 1.078 -0.640
N -1.836 0.779 1.132 -0.826
C -1.783 -0.409 0.320 -0.053
C -0.663 -2.053 1.745 -0.419
C 1.923 1.935 -1.434 0.791
C 1.868 0.483 -1.811 -0.728
H 2.985 3.467 -1.657 0.493
H -0.872 -0.404 -0.294 0.146
H 2.344 -0.093 -1.018 0.243
H -2.592 0.658 1.798 0.357
H 0.822 0.208 -1.921 0.238
H 2.388 0.288 -2.745 0.236
H -0.847 -2.943 2.340 0.204
H 0.168 -2.235 1.045 0.158
H -0.335 -1.230 2.382 0.189
H -2.219 -2.389 0.455 0.352
H -0.984 0.931 1.661 0.355
H -2.628 -0.401 -0.373 0.178
```

Output
- SMILES string: CC(=O)O.CNCN
- F_max: 0.010 Eh/bohr
- HOMO-LUMO gap: 9.63 eV
- Lowest unoccupied orbital energy: 0.73 eV


(5)
Here is a cluster of 2 separate species, C3H10N2 in total at a distorted geometry from the OMol25 dataset. Energies are from ωB97M-V/def2-TZVPD.

```
15
Properties=species:S:1:pos:R:3:nbo_charge:R:1
N 2.813 0.671 0.790 -0.810
N -1.571 -1.003 0.740 -0.862
C 0.957 1.206 -0.701 -0.577
C 2.086 0.556 -0.365 0.025
C -2.557 -1.062 -0.321 -0.411
H 0.378 1.799 -0.008 0.187
H -1.897 -0.437 1.504 0.357
H 0.586 1.373 -1.705 0.212
H -2.585 -2.022 -0.850 0.182
H 2.530 1.241 1.562 0.392
H 3.469 -0.080 0.910 0.386
H -2.426 -0.233 -1.023 0.169
H -3.577 -1.003 0.062 0.189
H -0.640 -0.765 0.415 0.374
H 2.434 -0.241 -1.010 0.188
```

Output
- SMILES string: C=CN.CN
- F_max: 0.024 Eh/bohr
- HOMO-LUMO gap: 9.20 eV
- Lowest unoccupied orbital energy: 1.04 eV


(6)
Here is a structure of composition C3H4I2 at a distorted geometry from the OMol25 dataset. Energies are from ωB97M-V/def2-TZVPD.

```
9
Properties=species:S:1:pos:R:3:nbo_charge:R:1
I 1.823 1.879 0.009 0.199
I 1.824 -1.862 0.039 0.150
C -0.688 0.084 -0.718 -0.443
C 0.779 0.043 0.143 -0.355
C -0.512 -0.001 0.806 -0.468
H -0.825 0.749 1.370 0.222
H -0.882 -0.852 -1.292 0.219
H -0.859 -0.926 1.140 0.236
H -0.659 0.888 -1.496 0.241
```

Output
- F_max: 0.085 Eh/bohr
- HOMO-LUMO gap: 8.73 eV
- Lowest unoccupied orbital energy: -0.27 eV


So what do the calculations give for HOMO level? Going down the list: -9.54; -12.24; -8.65; -8.90; -8.16; -8.99 eV.
So what do the calculations give for relative energy (zero: lowest compared OMol25 entry of this formula, charge and spin)? Going down the list: 2.824; 3.093; 1.821; 1.337; 1.328; 1.090 eV.